# 1
Here is a structure of composition C50H43BF4N4O7SW at a distorted geometry from the Open Molecules 2025 dataset. Energies are from ωB97M-V/def2-TZVPD.

Output
- Energy relative to the best compared isomer or geometry (same formula, charge and spin): 0.0 kcal/mol
- DFT total energy: -97057.5804 eV
- LUMO (alpha / beta): 4.1 / 4.1 eV
- Kohn-Sham gap (alpha / beta): 4.85 / 6.34 eV
- <S²>: 2.008

Geometry as ORCA input:
```
! wB97M-V def2-TZVPD RIJCOSX def2/J DEFGRID3
* xyz -2 3
W 13.714 12.715 10.695
O 13.696 11.284 6.977
C 13.207 11.216 8.103
O 13.310 12.270 8.873
C 12.691 9.980 8.689
C 12.781 8.878 7.838
C 12.223 7.670 8.209
C 11.680 7.502 9.529
C 11.711 8.586 10.418
C 12.133 9.820 9.969
S 11.864 11.073 11.175
H 13.220 8.965 6.836
H 12.124 6.866 7.499
H 11.095 6.618 9.804
H 11.302 8.509 11.437
C 11.427 12.371 16.941
C 12.285 13.378 16.230
C 12.582 14.561 17.117
O 11.594 13.876 15.080
C 12.283 13.437 13.899
C 13.722 13.160 14.392
O 13.492 12.754 15.772
C 14.647 12.099 13.705
O 14.572 12.381 12.318
C 14.431 10.586 13.995
C 15.120 9.681 13.212
C 14.720 8.359 13.103
C 13.706 7.854 13.898
C 13.188 8.673 14.940
C 13.535 10.015 14.940
C 16.088 12.443 14.107
C 16.954 13.127 13.262
C 18.202 13.537 13.697
C 18.647 13.232 14.996
C 17.797 12.456 15.815
C 16.520 12.144 15.414
C 11.929 14.442 12.713
O 12.324 13.991 11.438
C 12.491 15.814 13.016
C 11.779 16.754 13.744
C 12.252 18.044 13.919
C 13.460 18.412 13.405
C 14.235 17.433 12.822
C 13.766 16.147 12.590
C 10.386 14.552 12.621
C 9.538 13.806 13.419
C 8.148 13.869 13.318
C 7.578 14.680 12.355
C 8.400 15.556 11.642
C 9.786 15.473 11.764
H 10.499 12.837 17.260
H 11.879 12.065 17.882
H 11.086 11.527 16.368
H 11.678 14.814 17.674
H 12.881 15.444 16.530
H 13.309 14.358 17.927
H 11.837 12.474 13.529
H 14.277 14.095 14.332
H 15.926 10.045 12.584
H 15.155 7.808 12.287
H 13.253 6.865 13.741
H 12.447 8.320 15.685
H 13.007 10.661 15.609
H 16.671 13.243 12.209
H 18.817 14.069 12.969
H 19.632 13.503 15.423
H 18.134 12.225 16.825
H 15.814 11.639 16.063
H 10.771 16.569 14.051
H 11.608 18.808 14.395
H 13.712 19.484 13.427
H 15.260 17.654 12.456
H 14.379 15.418 12.036
H 9.947 13.013 14.037
H 7.569 13.340 14.077
H 6.526 14.689 12.238
H 8.051 16.252 10.919
H 10.374 16.243 11.249
O 15.521 13.714 10.314
C 16.195 14.078 9.248
C 17.590 13.754 9.194
C 18.397 14.232 8.129
C 17.876 15.161 7.171
C 16.549 15.564 7.290
C 15.696 15.004 8.255
C 14.408 15.492 8.383
N 13.401 14.950 9.121
C 12.369 15.788 9.024
C 12.715 16.882 8.271
N 14.004 16.679 7.842
H 17.990 13.153 9.997
H 19.416 13.903 7.986
H 18.553 15.478 6.380
H 16.148 16.235 6.565
H 11.445 15.572 9.504
H 12.168 17.780 8.002
H 14.545 17.294 7.229
N 10.127 13.508 7.328
C 9.997 12.272 6.798
C 8.834 11.689 7.351
C 8.335 12.713 8.218
N 9.111 13.810 8.210
H 10.902 14.139 7.166
H 10.702 11.881 6.076
H 8.473 10.674 7.232
H 7.503 12.734 8.919
F 16.424 9.230 10.580
B 16.487 10.525 10.120
F 17.159 11.309 11.082
F 16.984 10.688 8.856
F 14.949 11.010 10.162
*
```



# 2
Here is a cluster of 12 separate species, C21H58N16O23P in total at a distorted geometry from the Open Molecules 2025 dataset. Energies are from ωB97M-V/def2-TZVPD.

Output
- DFT total energy: -102895.3939 eV
- LUMO: -4.7 eV
- Kohn-Sham gap: 5.79 eV

Geometry as ORCA input:
```
! wB97M-V def2-TZVPD RIJCOSX def2/J DEFGRID3
* xyz 1 1
C 2.113 -4.767 2.785
C 1.320 -4.057 1.494
P 2.201 -2.481 0.894
C 1.371 -2.086 -0.823
C 1.891 -0.954 1.991
C 0.780 0.123 1.352
C 0.703 1.475 2.331
N 0.704 2.704 1.456
N 1.708 1.470 3.455
N 2.922 2.040 3.112
C 1.852 0.129 4.135
N 2.275 0.162 5.470
N 1.625 -1.236 3.452
C 0.180 -1.555 3.752
C -0.034 -2.138 5.306
C -0.832 -3.571 5.329
O -2.111 -3.550 4.558
H 1.791 -5.912 2.743
H 3.264 -4.699 2.567
H 1.761 -4.214 3.753
H 0.164 -3.962 1.667
H 1.438 -4.858 0.615
H 1.863 -1.161 -1.358
H 0.225 -1.967 -0.619
H 1.511 -3.056 -1.502
H 2.917 -0.340 1.968
H 1.186 0.539 0.311
H -0.294 -0.329 1.257
H -0.374 1.430 2.845
H 0.322 3.552 1.927
H 1.613 2.875 0.977
H 3.651 1.512 3.650
H 3.165 1.837 2.098
H 2.953 -0.512 5.888
H 1.926 0.984 6.042
H -0.541 -0.604 3.704
H -0.313 -2.356 3.055
H -0.695 -1.370 5.936
H 1.018 -2.215 5.816
H -0.185 -4.453 4.894
H -1.138 -3.870 6.442
H -1.943 -4.158 3.758
C 3.290 -6.486 -2.415
N 2.882 -5.489 -1.389
O 3.783 -4.919 -0.763
O 1.667 -5.306 -1.241
H 4.381 -6.544 -2.437
H 2.859 -7.448 -2.130
H 2.903 -6.146 -3.377
C -2.043 0.483 8.725
N -0.607 0.406 9.109
O -0.119 -0.721 9.252
O -0.011 1.480 9.256
H -2.438 -0.531 8.632
H -2.566 1.029 9.513
H -2.101 1.010 7.771
C -2.065 2.991 -0.114
N -2.678 3.598 -1.326
O -1.920 3.897 -2.255
O -3.905 3.757 -1.310
H -0.986 2.911 -0.266
H -2.287 3.646 0.731
H -2.510 2.004 0.022
C -4.790 2.631 -4.173
N -4.907 1.220 -4.630
O -6.005 0.670 -4.493
O -3.892 0.705 -5.113
H -5.754 2.954 -3.773
H -4.021 2.665 -3.399
H -4.511 3.236 -5.038
C -1.221 2.269 -5.735
N -0.097 2.973 -6.408
O 0.888 2.295 -6.724
O -0.234 4.187 -6.600
H -0.965 1.213 -5.631
H -1.359 2.730 -4.755
H -2.108 2.391 -6.360
C -7.316 2.382 -0.800
N -7.032 2.211 0.650
O -7.749 2.830 1.445
O -6.096 1.460 0.950
H -8.160 3.066 -0.916
H -6.419 2.795 -1.265
H -7.559 1.398 -1.207
C 4.359 2.759 -6.320
N 5.365 1.687 -6.545
O 6.028 1.743 -7.587
O 5.462 0.819 -5.669
H 4.383 3.450 -7.165
H 3.380 2.281 -6.240
H 4.626 3.273 -5.394
C 0.027 5.055 -9.787
N -0.983 5.631 -10.716
O -0.974 6.857 -10.871
O -1.756 4.835 -11.262
H 0.636 5.865 -9.381
H -0.514 4.541 -8.990
H 0.643 4.359 -10.361
C -0.487 2.477 12.830
N -1.497 3.053 11.902
O -1.488 4.280 11.746
O -2.270 2.257 11.355
H 0.122 3.287 13.237
H -1.028 1.964 13.628
H 0.129 1.781 12.257
C 3.931 -8.825 3.854
N 3.317 -8.219 2.642
O 4.076 -7.920 1.713
O 2.091 -8.059 2.658
H 5.009 -8.906 3.702
H 3.709 -8.170 4.699
H 3.486 -9.813 3.990
C -0.625 1.654 -11.943
N 0.810 1.577 -11.559
O 1.299 0.450 -11.416
O 1.406 2.650 -11.412
H -1.020 0.640 -12.037
H -1.148 2.200 -11.155
H -0.683 2.180 -12.898
*
```



# 3
Here is a cluster of 2 separate species, C3H5NO2S in total at a distorted geometry from the Open Molecules 2025 dataset. Energies are from ωB97M-V/def2-TZVPD.

Output
- Energy relative to the best compared isomer or geometry (same formula, charge and spin): 139.5 kcal/mol
- DFT total energy: -19606.4601 eV
- LUMO: -0.8 eV
- Kohn-Sham gap: 8.30 eV

Geometry as ORCA input:
```
! wB97M-V def2-TZVPD RIJCOSX def2/J DEFGRID3
* xyz 0 1
C -0.381 1.241 0.141
C 1.440 -1.747 0.856
C -0.288 1.466 -1.358
N 1.048 -2.827 0.666
O 0.252 -3.648 0.253
O -2.005 0.023 2.056
S -1.795 0.277 0.552
H 0.160 1.920 0.766
H 2.300 -1.072 1.128
H -1.292 1.332 -1.606
H 0.299 0.698 -1.788
H 0.262 2.337 -1.665
*
```



# 4
Here is the ion C18H25N2O8S with charge -1 at a distorted geometry from the Open Molecules 2025 dataset. Energies are from ωB97M-V/def2-TZVPD.

Output
- Energy relative to the best compared isomer or geometry (same formula, charge and spin): 56.1 kcal/mol
- Structure (SMILES): CCOC(=O)[C@@H](N(/N=C(\[O-])OC(C)C)C(=O)OC(C)C)S(=O)(=O)c1ccccc1
- DFT total energy: -49264.0355 eV
- LUMO: 3.0 eV
- Kohn-Sham gap: 5.39 eV

Geometry as ORCA input:
```
! wB97M-V def2-TZVPD RIJCOSX def2/J DEFGRID3
* xyz -1 1
C -1.951 -4.621 -0.850
C -2.420 -3.498 -1.734
O -1.442 -2.427 -1.466
C -1.463 -1.211 -2.102
O -1.654 -1.035 -3.283
C -1.257 -0.114 -0.926
N 0.047 0.329 -0.273
N 0.269 0.006 0.969
C 0.068 -1.221 1.606
O -1.029 -1.775 1.676
O 1.205 -1.641 2.245
C 1.243 -3.045 2.682
C 2.238 -3.131 3.816
C 1.505 -4.024 1.583
C 1.093 1.445 -0.504
O 1.461 2.133 0.428
O 1.574 1.562 -1.728
C 2.341 2.829 -2.007
C 2.264 2.964 -3.501
C 3.726 2.802 -1.484
S -1.822 1.495 -1.541
O -0.798 2.069 -2.390
O -3.163 1.361 -2.027
C -1.893 2.459 -0.022
C -2.899 2.114 0.863
C -2.940 2.779 2.077
C -1.947 3.699 2.433
C -1.013 4.087 1.477
C -1.070 3.556 0.197
H -2.598 -5.470 -1.056
H -0.921 -4.914 -1.068
H -1.981 -4.351 0.212
H -2.406 -3.859 -2.769
H -3.443 -3.220 -1.434
H -1.803 -0.439 0.027
H 0.233 -3.194 3.059
H 2.226 -4.089 4.353
H 3.252 -3.028 3.412
H 2.002 -2.353 4.543
H 1.603 -5.025 1.995
H 0.628 -4.106 0.930
H 2.440 -3.821 1.047
H 1.741 3.645 -1.603
H 2.614 3.942 -3.850
H 2.849 2.173 -3.986
H 1.208 2.898 -3.777
H 4.346 3.673 -1.684
H 3.665 2.746 -0.408
H 4.199 1.949 -1.967
H -3.627 1.337 0.608
H -3.788 2.551 2.708
H -1.915 4.145 3.425
H -0.250 4.826 1.696
H -0.546 4.040 -0.626
*
```